# C28H42AgAsF6N2O16

A molecular structure, C28H42AgAsF6N2O16 in a non-equilibrium geometry (the ωB97M-V functional and the def2-TZVPD basis, the Open Molecules 2025 dataset).

XYZ file:
```
96
Properties=species:S:1:pos:R:3:lowdin_charge:R:1
Ag -11.19 -17.74 -0.17 0.785
As -8.22 -16.17 0.61 0.998
F -7.96 -14.80 1.79 -0.291
F -8.30 -14.96 -0.73 -0.280
F -8.65 -17.56 -0.51 -0.323
F -8.12 -17.27 2.07 -0.284
F -10.00 -16.03 0.82 -0.335
F -6.47 -16.56 0.39 -0.272
C -14.52 -14.29 5.38 -0.103
C -14.74 -15.65 5.36 -0.050
C -14.17 -16.35 4.28 -0.005
C -13.64 -15.71 3.15 -0.127
C -13.49 -14.32 3.25 0.023
C -13.89 -13.56 4.40 -0.034
N -13.19 -16.41 1.93 -0.314
O -13.06 -17.65 1.92 0.030
O -12.82 -15.75 1.01 0.052
H -14.96 -13.71 6.18 0.107
H -15.25 -16.18 6.15 0.110
H -14.18 -17.43 4.24 0.112
H -12.83 -13.75 2.61 0.095
H -13.70 -12.50 4.43 0.109
C -10.16 -12.28 2.62 -0.103
C -10.25 -11.24 3.47 -0.065
C -10.91 -10.07 3.04 0.008
C -11.46 -10.03 1.78 -0.162
C -11.37 -11.11 0.96 -0.010
C -10.71 -12.26 1.36 -0.046
N -12.01 -8.74 1.33 -0.414
O -11.52 -7.74 1.71 0.117
O -12.89 -8.75 0.55 0.100
H -9.61 -13.11 3.04 0.106
H -9.61 -11.28 4.34 0.112
H -10.80 -9.16 3.61 0.117
H -11.87 -11.05 0.01 0.121
H -10.64 -13.15 0.75 0.108
C -4.09 -23.50 -4.15 -0.052
C -5.46 -23.73 -3.41 -0.145
O -5.56 -22.66 -2.37 0.020
C -6.17 -21.51 -2.62 -0.599
O -6.80 -21.22 -3.62 0.084
O -6.16 -20.80 -1.48 -0.018
C -6.69 -19.40 -1.53 0.004
H -3.85 -24.10 -5.03 0.072
H -3.34 -23.79 -3.41 0.075
H -4.19 -22.47 -4.47 0.075
H -5.42 -24.71 -2.92 0.114
H -6.27 -23.67 -4.13 0.103
H -7.77 -19.39 -1.73 0.065
H -6.00 -18.82 -2.14 0.107
H -6.69 -18.99 -0.52 0.070
C -9.59 -22.79 -4.10 -0.050
C -9.92 -21.53 -3.30 -0.218
O -11.25 -21.62 -2.81 0.030
C -11.79 -20.65 -2.03 -0.503
O -11.19 -19.66 -1.69 0.055
O -13.17 -20.83 -2.07 -0.022
C -14.01 -20.10 -1.15 -0.026
H -8.52 -22.64 -4.25 0.050
H -10.20 -22.77 -5.01 0.086
H -9.66 -23.70 -3.51 0.085
H -9.69 -20.68 -3.95 0.128
H -9.24 -21.62 -2.45 0.104
H -13.81 -20.53 -0.17 0.097
H -15.04 -20.30 -1.43 0.099
H -13.75 -19.04 -1.07 0.072
C -11.33 -18.21 -5.68 -0.052
C -11.58 -17.65 -4.26 -0.227
O -12.59 -16.66 -4.23 0.058
C -12.94 -16.25 -2.98 -0.436
O -12.42 -16.56 -1.83 -0.020
O -13.93 -15.37 -3.13 0.024
C -14.42 -14.74 -1.98 -0.042
H -12.26 -18.60 -6.11 0.082
H -10.43 -18.81 -5.79 0.077
H -11.08 -17.32 -6.26 0.072
H -10.65 -17.17 -3.95 0.136
H -11.73 -18.57 -3.70 0.099
H -14.27 -15.22 -1.01 0.079
H -15.51 -14.81 -2.08 0.096
H -14.19 -13.67 -2.01 0.106
C -10.36 -17.49 4.33 -0.068
C -10.65 -18.93 4.24 -0.254
O -9.68 -19.70 3.56 0.013
C -9.82 -19.92 2.17 -0.506
O -10.75 -19.40 1.50 0.015
O -8.91 -20.75 1.81 0.048
C -9.07 -21.44 0.56 0.009
H -10.02 -16.94 3.45 0.058
H -9.47 -17.40 4.95 0.086
H -11.14 -16.92 4.84 0.075
H -11.62 -19.21 3.81 0.112
H -10.60 -19.32 5.25 0.125
H -8.37 -22.27 0.57 0.111
H -9.07 -20.80 -0.32 0.070
H -10.09 -21.83 0.60 0.100
```

Values from the calculation:
- HOMO-LUMO gap: 0.3215 Eh
- E_HOMO: -9.83 eV
- Relative energy (zero: lowest compared OMol25 entry of this formula, charge and spin): 103.3 kJ/mol
- Max |F|: 5.865 eV/Å
- Lowest unoccupied orbital energy: -1.08 eV
- Multiplicity: 1